[1]
The following is a quantum chemistry calculation of a molecular structure, C43H47AuN3O2PS2, from OMol25.

The HOMO-LUMO gap comes out at 0.247 hartree. Its calculated total energy is -3255.17437 Ha. Its charge is -2. The HOMO energy is -2.42 eV. Its spin multiplicity is 1. The strongest force on any atom is 0.0043 Eh/bohr. The value obtained for the energy above the lowest of the compared OMol25 structures with the same formula, charge and spin is 0.9 kcal/mol.

CARTESIAN COORDINATES (ANGSTROEM)
Au: -0.158 -0.914 0.664
C: -1.916 3.241 -2.906
C: -2.373 3.135 -1.454
C: -3.788 3.699 -1.288
C: -1.430 3.786 -0.464
C: -0.740 4.950 -0.775
C: 0.101 5.558 0.148
C: 0.253 4.985 1.403
C: -0.416 3.818 1.749
C: -0.257 3.187 3.116
C: 1.158 3.302 3.677
C: -1.291 3.764 4.087
C: -1.279 3.208 0.818
N: -1.864 1.978 1.077
C: -3.083 1.871 1.528
O: -3.881 2.760 1.922
C: -3.615 0.434 1.537
C: -4.896 0.192 2.026
C: -5.422 -1.084 1.920
C: -4.667 -2.084 1.328
C: -3.385 -1.768 0.895
N: -2.881 -0.544 1.007
C: -2.553 -2.856 0.229
O: -3.112 -3.943 0.000
N: -1.301 -2.541 -0.084
C: -0.503 -3.538 -0.704
C: 0.088 -4.542 0.080
C: 0.959 -5.444 -0.519
C: 1.253 -5.368 -1.870
C: 0.649 -4.385 -2.637
C: -0.238 -3.467 -2.082
C: -0.903 -2.477 -3.027
C: -2.375 -2.828 -3.257
C: -0.750 -0.998 -2.668
C: -0.235 -4.669 1.556
C: 1.009 -4.856 2.424
C: -1.237 -5.805 1.786
H: -2.611 2.700 -3.553
H: -0.927 2.803 -3.039
H: -1.886 4.279 -3.253
H: -2.401 2.074 -1.189
H: -3.801 4.762 -1.553
H: -4.126 3.598 -0.255
H: -4.492 3.176 -1.943
H: -0.851 5.391 -1.760
H: 0.638 6.464 -0.111
H: 0.916 5.454 2.122
H: -0.484 2.126 2.984
H: 1.431 4.342 3.883
H: 1.888 2.883 2.983
H: 1.232 2.754 4.620
H: -1.108 4.833 4.242
H: -1.232 3.264 5.060
H: -2.298 3.640 3.685
H: -5.443 1.025 2.445
H: -6.421 -1.297 2.286
H: -5.025 -3.095 1.193
H: 1.427 -6.212 0.086
H: 1.947 -6.068 -2.321
H: 0.866 -4.322 -3.699
H: -0.387 -2.618 -3.985
H: -2.946 -2.757 -2.332
H: -2.481 -3.851 -3.625
H: -2.815 -2.145 -3.990
H: -1.412 -0.711 -1.851
H: -1.001 -0.386 -3.540
H: 0.271 -0.761 -2.370
H: -0.704 -3.733 1.863
H: 1.494 -5.818 2.232
H: 0.728 -4.837 3.481
H: 1.733 -4.062 2.245
H: -0.783 -6.766 1.520
H: -2.128 -5.658 1.177
H: -1.528 -5.850 2.839
S: 3.876 -1.990 1.434
P: 3.146 -0.332 0.675
S: 1.467 0.548 1.401
C: 4.398 1.018 0.769
C: 5.752 0.698 0.817
C: 6.712 1.700 0.842
C: 6.329 3.034 0.825
C: 4.981 3.361 0.784
C: 4.019 2.360 0.755
C: 2.942 -0.488 -1.143
C: 2.466 0.591 -1.886
C: 2.359 0.494 -3.265
C: 2.698 -0.690 -3.909
C: 3.143 -1.775 -3.169
C: 3.274 -1.671 -1.789
H: 6.035 -0.346 0.852
H: 7.763 1.436 0.883
H: 7.079 3.817 0.850
H: 4.670 4.399 0.779
H: 2.968 2.622 0.733
H: 2.154 1.499 -1.381
H: 1.986 1.337 -3.833
H: 2.593 -0.771 -4.985
H: 3.381 -2.710 -3.661
H: 3.611 -2.512 -1.195

=====

[2]
The following is a quantum chemistry calculation of a molecular structure, C43H47N6O6ReSi, from OMol25.

As for the expectation value of S²: 0.76. The HOMO-LUMO gap (alpha / beta) comes out at 0.228 / 0.244 hartree. Its calculated total energy is -2814.25012 Ha. Its charge is +1. The HOMO energy (alpha / beta) is -10.89 / -10.87 eV. Its spin multiplicity is 2. The strongest force on any atom is 0.0720 Eh/bohr.

CARTESIAN COORDINATES (ANGSTROEM)
Re: 0.429 -0.255 0.597
C: -1.294 -0.055 -0.664
Si: -1.827 -1.593 -1.650
C: -1.271 -3.011 -0.467
N: -0.443 -2.535 0.667
C: -1.273 -2.583 1.885
C: -1.739 -3.989 2.300
C: -0.636 -5.022 2.046
C: 0.714 -4.318 2.042
C: 0.787 -3.360 0.851
C: -1.137 -1.756 -3.408
C: -1.186 -2.962 -4.105
C: -0.731 -3.056 -5.410
C: -0.226 -1.936 -6.052
C: -0.164 -0.730 -5.373
C: -0.610 -0.648 -4.065
C: -3.719 -1.544 -1.820
C: -4.329 -1.516 -3.073
C: -5.705 -1.425 -3.201
C: -6.505 -1.354 -2.071
C: -5.919 -1.390 -0.816
C: -4.544 -1.480 -0.697
H: -2.132 0.186 -0.007
H: -1.198 0.789 -1.341
H: -0.714 -3.738 -1.050
H: -2.152 -3.520 -0.085
H: -2.128 -1.921 1.734
H: -0.693 -2.192 2.718
H: -2.655 -4.282 1.788
H: -1.966 -3.944 3.367
H: -0.784 -5.514 1.083
H: -0.657 -5.797 2.812
H: 1.525 -5.040 1.947
H: 0.859 -3.780 2.982
H: 0.952 -3.927 -0.065
H: 1.654 -2.704 0.982
H: -1.593 -3.842 -3.627
H: -0.774 -3.999 -5.937
H: 0.116 -2.004 -7.075
H: 0.234 0.147 -5.867
H: -0.557 0.298 -3.543
H: -3.712 -1.564 -3.958
H: -6.156 -1.409 -4.184
H: -7.579 -1.272 -2.168
H: -6.540 -1.345 0.070
H: -4.097 -1.497 0.287
O: -0.686 2.468 0.234
C: 0.225 3.480 0.575
C: 1.321 2.817 1.525
O: 1.952 3.483 2.309
O: 1.517 1.585 1.264
C: -0.453 4.689 1.195
C: 0.254 5.703 1.833
C: -0.408 6.797 2.363
C: -1.784 6.903 2.270
C: -2.496 5.901 1.635
C: -1.839 4.806 1.104
C: 1.051 3.846 -0.651
C: 2.217 4.594 -0.512
C: 2.973 4.939 -1.616
C: 2.588 4.526 -2.880
C: 1.444 3.760 -3.025
C: 0.681 3.413 -1.921
H: -1.296 2.336 0.974
H: 1.321 5.643 1.947
H: 0.164 7.564 2.861
H: -2.296 7.756 2.688
H: -3.570 5.967 1.555
H: -2.417 4.055 0.585
H: 2.547 4.900 0.466
H: 3.865 5.534 -1.485
H: 3.175 4.809 -3.743
H: 1.141 3.445 -4.014
H: -0.212 2.821 -2.045
O: -0.661 0.213 2.326
N: -0.167 0.000 3.496
N: 0.948 -0.611 3.565
O: 1.627 -0.944 2.518
C: 1.400 -1.046 4.834
C: 2.642 -1.667 4.929
C: 3.066 -2.157 6.151
C: 2.258 -2.031 7.269
C: 1.009 -1.435 7.162
C: 0.573 -0.937 5.950
H: 3.257 -1.766 4.048
H: 4.024 -2.648 6.235
H: 2.588 -2.407 8.224
H: 0.360 -1.369 8.020
H: -0.397 -0.478 5.864
C: 4.562 0.557 -3.243
N: 3.433 -0.055 -2.592
C: 2.753 -1.220 -3.092
C: 1.756 -1.487 -1.979
O: 1.015 -2.431 -1.887
N: 1.837 -0.455 -1.076
C: 2.868 0.343 -1.446
N: 3.295 1.363 -0.729
H: 4.866 -0.075 -4.074
H: 5.400 0.649 -2.548
H: 4.309 1.545 -3.635
H: 3.427 -2.063 -3.268
H: 2.194 -1.032 -4.017
H: 2.801 1.548 0.151
H: 4.054 1.947 -1.030

=====

Q: Which of these has the lowest spin multiplicity?
A: C43H47AuN3O2PS2

=====

Q: The highest strongest force on any atom belongs to which entry?
A: C43H47N6O6ReSi

=====

Q: Among the records above, which one has the highest charge?
A: C43H47N6O6ReSi